Entry 1:
{
  "formula": "C28H26F5IrN2O4S",
  "method": "ωB97M-V/def2-TZVPD",
  "multiplicity": 6,
  "e_lumo_ev": [-3.2, -7.0],
  "largest_force_ha_per_bohr": 0.012,
  "homo_ev": [-11.175, -11.388],
  "s2": 8.78,
  "total_charge": 1,
  "elements": ["Ir", "C", "C", "N", "C", "C", "C", "S", "N", "C", "O", "C", "C", "C", "C", "C", "C", "H", "H", "H", "H", "H", "H", "H", "H", "H", "H", "H", "H", "H", "H", "H", "F", "C", "C", "F", "C", "F", "C", "O", "C", "F", "C", "F", "C", "C", "C", "C", "C", "C", "C", "C", "C", "C", "O", "O", "H", "H", "H", "H", "H", "H", "H", "H", "H", "H", "H"],
  "coordinates": [[0.6256, -0.5961, 1.2077], [-2.7203, -3.7923, 2.5549], [-3.4233, -2.5608, 2.0066], [-2.9945, -1.3300, 2.6790], [-3.4792, -1.1257, 4.0521], [-2.4067, -1.3429, 5.1096], [-2.2173, -0.4179, 2.1291], [-1.6103, -0.6409, 0.4816], [-2.0109, 0.7162, 2.7951], [-0.9380, 1.4651, 2.8033], [0.2338, 1.1291, 2.4013], [-1.0563, 2.8187, 3.3888], [-2.0651, 3.1038, 4.3043], [-2.1567, 4.3702, 4.8549], [-1.2542, 5.3563, 4.4806], [-0.2493, 5.0744, 3.5644], [-0.1408, 3.8040, 3.0265], [-3.0401, -4.6700, 1.9956], [-2.9648, -3.9610, 3.6029], [-1.6405, -3.7003, 2.4557], [-4.5032, -2.6344, 2.1477], [-3.2379, -2.4555, 0.9404], [-4.2961, -1.8322, 4.1945], [-3.8833, -0.1144, 4.1154], [-2.0017, -2.3528, 5.0559], [-2.8391, -1.2015, 6.0994], [-1.5936, -0.6287, 4.9910], [-2.7671, 2.3297, 4.5791], [-2.9326, 4.5898, 5.5745], [-1.3365, 6.3491, 4.9009], [0.4496, 5.8452, 3.2719], [0.6390, 3.5697, 2.3160], [6.4244, 2.6524, -0.6597], [5.2067, 2.1382, -0.5499], [4.2327, 2.4209, -1.5002], [4.5265, 3.2137, -2.5217], [2.9629, 1.8787, -1.3880], [2.0553, 2.1615, -2.3142], [2.6170, 1.0393, -0.3202], [1.3861, 0.5405, -0.2465], [3.6172, 0.7890, 0.6147], [3.3317, 0.0040, 1.6816], [4.8894, 1.3149, 0.5177], [5.7990, 1.0282, 1.4538], [6.7669, -0.9792, 4.2089], [5.4228, -1.4684, 3.8249], [4.2764, -1.0454, 4.5410], [3.0258, -1.4926, 4.2170], [1.8037, -1.0514, 4.9542], [2.9194, -2.4380, 3.1504], [4.0602, -2.8591, 2.3875], [3.8654, -3.7959, 1.2419], [5.2851, -2.3761, 2.7513], [1.5971, -3.0848, 2.8589], [1.4030, -4.1776, 3.3293], [0.7764, -2.4377, 2.0929], [6.7200, -0.0740, 4.8085], [7.3927, -0.8153, 3.3325], [7.2581, -1.7542, 4.8084], [4.4046, -0.3433, 5.3542], [2.0749, -0.4656, 5.8294], [1.2110, -1.9105, 5.2731], [1.1721, -0.4278, 4.3153], [3.2296, -3.3371, 0.4809], [3.3637, -4.7056, 1.5747], [4.8168, -4.0587, 0.7869], [6.1698, -2.6773, 2.2060]],
  "atomic_forces_ev_per_a": [[-0.327, 0.168, -0.523], [-0.048, 0.010, -0.041], [-0.004, -0.046, -0.048], [-0.015, -0.044, 0.018], [-0.031, -0.006, 0.067], [-0.019, -0.015, -0.031], [-0.016, 0.242, -0.088], [0.266, -0.081, 0.151], [-0.048, -0.165, 0.159], [-0.045, 0.107, -0.183], [0.124, -0.226, 0.212], [0.045, 0.003, 0.033], [-0.026, 0.031, -0.048], [0.008, 0.012, 0.002], [-0.004, -0.002, -0.020], [-0.011, -0.006, 0.017], [-0.005, -0.021, 0.039], [-0.022, -0.026, -0.006], [0.000, -0.003, 0.033], [0.082, 0.020, -0.004], [0.011, 0.003, -0.024], [-0.015, -0.008, 0.047], [-0.005, 0.035, -0.001], [0.018, -0.037, 0.000], [0.023, -0.015, -0.003], [-0.005, 0.003, 0.020], [0.021, 0.030, -0.003], [-0.014, -0.017, 0.004], [-0.026, 0.016, 0.013], [0.006, 0.022, 0.022], [0.012, 0.028, -0.011], [0.021, -0.006, -0.017], [0.046, 0.024, -0.007], [-0.112, -0.080, 0.078], [-0.042, -0.066, 0.062], [0.005, -0.013, 0.006], [0.071, -0.008, 0.025], [0.011, -0.015, 0.032], [0.021, 0.054, -0.126], [0.111, -0.061, 0.175], [0.008, 0.027, 0.027], [-0.040, 0.008, -0.004], [-0.056, 0.099, -0.191], [0.047, -0.023, 0.047], [-0.019, 0.005, 0.005], [0.039, 0.025, 0.012], [-0.221, 0.051, -0.030], [0.191, -0.088, 0.236], [-0.029, 0.036, 0.037], [-0.089, -0.076, 0.047], [0.180, -0.080, 0.056], [0.060, -0.032, 0.016], [-0.156, -0.068, -0.178], [-0.027, 0.431, -0.452], [0.099, -0.060, 0.236], [-0.056, -0.090, 0.177], [-0.004, 0.018, 0.008], [0.010, 0.002, -0.024], [0.023, -0.020, 0.014], [-0.003, 0.027, 0.018], [-0.021, -0.007, 0.014], [-0.012, -0.012, -0.003], [0.016, 0.000, -0.041], [-0.019, 0.007, -0.009], [0.001, -0.013, -0.005], [-0.002, -0.006, -0.018], [0.021, -0.004, -0.023]],
  "mulliken_spin": [2.75, 0.00, 0.00, 0.03, 0.00, 0.00, -0.02, 0.50, 0.01, 0.04, 0.14, 0.03, 0.00, 0.00, 0.00, 0.00, 0.00, 0.00, 0.00, 0.00, -0.01, 0.00, 0.00, 0.00, 0.00, 0.00, 0.00, 0.00, 0.00, 0.00, 0.00, 0.00, 0.00, 0.04, -0.02, 0.00, 0.04, 0.00, 0.04, 0.25, -0.01, 0.06, -0.03, 0.00, 0.01, 0.16, 0.14, 0.14, 0.02, 0.07, 0.18, 0.00, 0.11, 0.01, 0.11, 0.12, 0.00, 0.01, 0.03, 0.01, 0.00, 0.01, 0.00, 0.01, 0.01, 0.00, 0.00]
}

***

Entry 2:
{
  "formula": "C28H26F5N4Pd",
  "method": "ωB97M-V/def2-TZVPD",
  "multiplicity": 5,
  "e_lumo_ev": [-3.0, -5.3],
  "largest_force_ha_per_bohr": 0.024,
  "homo_ev": [-10.169, -11.334],
  "s2": 6.17,
  "total_charge": 1,
  "elements": ["Pd", "C", "C", "C", "N", "C", "C", "C", "C", "C", "C", "C", "N", "C", "C", "C", "N", "C", "C", "C", "C", "C", "C", "C", "N", "C", "C", "H", "H", "H", "H", "H", "H", "H", "H", "H", "H", "H", "H", "H", "H", "H", "H", "H", "H", "H", "H", "H", "H", "H", "H", "H", "H", "F", "C", "C", "C", "F", "C", "F", "C", "F", "C", "F"],
  "coordinates": [[0.4587, -0.2539, -0.2140], [-1.2552, 1.8166, 2.1705], [-0.1439, 1.5068, 3.1980], [0.9559, 0.4862, 2.8042], [0.3771, -0.5162, 1.9302], [-0.1856, -1.5917, 2.3308], [-0.0391, -2.1587, 3.6628], [-1.0240, -2.6851, 4.4297], [-2.4137, -2.7178, 4.1481], [-3.0599, -2.4508, 2.9424], [-2.5227, -2.2349, 1.6883], [-1.1401, -2.1664, 1.3010], [-0.8970, -2.3189, 0.0380], [0.2774, -2.9018, -0.6352], [-0.0072, -2.9218, -2.1461], [0.4603, -1.6883, -2.9362], [0.0957, -0.4135, -2.3257], [-0.8600, 0.3660, -2.6817], [-1.8261, -0.0011, -3.6965], [-2.6787, 0.7741, -4.4214], [-2.8124, 2.1760, -4.4283], [-2.2194, 3.1030, -3.5679], [-1.4424, 2.8912, -2.4576], [-0.9069, 1.6758, -1.9042], [-0.3085, 1.6603, -0.7573], [-0.0223, 2.8054, 0.0950], [-1.0360, 3.0046, 1.2257], [-2.1666, 2.0205, 2.7334], [-1.4792, 0.9290, 1.5776], [-0.6305, 1.1193, 4.0947], [0.3608, 2.4297, 3.4940], [1.3840, 0.0591, 3.7118], [1.7577, 0.9668, 2.2464], [0.9650, -2.1170, 4.0696], [-0.7282, -3.0513, 5.4051], [-3.0537, -2.9998, 4.9750], [-4.1411, -2.5133, 2.9730], [-3.2038, -2.2218, 0.8457], [0.3789, -3.9198, -0.2583], [1.2543, -2.4289, -0.4340], [-1.0847, -3.0503, -2.2590], [0.4788, -3.7874, -2.5977], [0.1267, -1.7564, -3.9729], [1.5515, -1.6875, -2.9499], [-1.8630, -1.0626, -3.9059], [-3.3064, 0.2411, -5.1259], [-3.4685, 2.5847, -5.1866], [-2.4530, 4.1412, -3.7702], [-1.1945, 3.7825, -1.8992], [0.0643, 3.7277, -0.4784], [0.9633, 2.6097, 0.5193], [-1.9984, 3.2773, 0.7840], [-0.6949, 3.8725, 1.7962], [2.2892, 1.8212, -2.0285], [3.0998, 1.0435, -1.2712], [2.5667, 0.1457, -0.3761], [3.4670, -0.5945, 0.3561], [3.0356, -1.5096, 1.2629], [4.8368, -0.4651, 0.2214], [5.6781, -1.1990, 0.9501], [5.3338, 0.4480, -0.6904], [6.6472, 0.5956, -0.8399], [4.4606, 1.2103, -1.4446], [4.9424, 2.0938, -2.3205]],
  "atomic_forces_ev_per_a": [[0.599, 0.681, -0.193], [0.125, 0.063, -0.038], [0.003, -0.046, -0.065], [-0.043, 0.069, -0.059], [0.023, 0.005, -0.149], [-0.109, -0.229, 0.084], [0.016, 0.017, -0.065], [-0.101, 0.029, 0.001], [0.033, -0.015, 0.049], [0.078, -0.007, -0.123], [-0.163, 0.024, 0.169], [0.409, 0.409, -0.187], [-0.468, -1.129, 0.087], [-0.085, 0.413, 0.014], [-0.037, 0.125, 0.089], [0.006, 0.119, 0.028], [-0.149, -0.530, 0.345], [-0.132, 0.316, -0.116], [0.077, 0.036, 0.017], [0.000, 0.110, -0.017], [-0.002, -0.040, -0.003], [-0.026, -0.065, -0.004], [-0.002, -0.073, -0.030], [-0.019, 0.111, -0.147], [-0.005, -0.202, 0.074], [-0.003, -0.020, 0.084], [0.027, -0.106, -0.029], [0.015, 0.067, 0.031], [-0.078, -0.056, 0.020], [0.001, -0.019, 0.003], [-0.046, 0.007, 0.053], [0.019, -0.024, 0.012], [0.038, 0.005, -0.027], [-0.001, -0.019, -0.016], [-0.026, 0.010, 0.021], [0.018, -0.001, -0.013], [0.003, -0.010, -0.003], [0.026, 0.029, -0.010], [-0.056, -0.077, -0.015], [0.029, 0.013, 0.145], [0.004, -0.059, -0.019], [0.026, 0.017, -0.012], [-0.025, -0.013, -0.003], [0.056, 0.038, -0.027], [0.035, 0.004, 0.022], [0.008, 0.028, -0.010], [0.003, -0.008, 0.014], [-0.021, -0.005, -0.008], [0.003, -0.001, 0.004], [0.020, 0.007, -0.040], [0.068, -0.023, -0.006], [0.001, 0.000, -0.005], [-0.051, 0.004, 0.015], [0.013, -0.038, 0.020], [-0.099, 0.106, -0.067], [-0.284, -0.115, 0.153], [0.104, -0.012, 0.044], [-0.111, 0.014, -0.042], [0.104, -0.030, 0.036], [-0.035, 0.009, -0.013], [0.193, 0.013, -0.011], [-0.060, -0.010, 0.008], [0.088, 0.128, -0.108], [-0.035, -0.044, 0.042]],
  "mulliken_spin": [1.37, -0.01, 0.02, -0.02, 0.18, 0.01, 0.24, -0.10, 0.35, -0.15, 0.30, -0.02, 0.26, -0.01, 0.02, -0.01, 0.26, -0.02, 0.23, -0.12, 0.32, -0.13, 0.28, 0.01, 0.34, -0.01, 0.02, 0.00, 0.01, 0.00, 0.00, 0.00, 0.01, 0.01, 0.00, 0.02, 0.00, 0.00, 0.02, 0.03, 0.00, 0.00, 0.00, 0.01, 0.01, 0.00, 0.01, 0.00, 0.01, 0.00, 0.01, 0.00, 0.00, 0.00, -0.01, 0.39, -0.17, 0.00, 0.05, 0.01, -0.02, 0.00, 0.03, 0.00]
}